# 1
{"formula": "C25H35AsN3O2P2Ru", "method": "the ωB97M-V functional and the def2-TZVPD basis", "lumo_ev": [-9.3, -10.8], "total_charge": 3, "orbital_gap_ev": [8.15, 6.65], "spin_multiplicity": 5, "e_tot_ha": -4300.79169, "s_squared": 6.035, "de_lowest_kj_mol": 60.7, "elements": ["Ru", "As", "P", "P", "O", "O", "N", "N", "N", "C", "C", "C", "C", "C", "C", "C", "C", "C", "C", "C", "C", "C", "C", "C", "C", "C", "C", "C", "C", "C", "C", "C", "C", "C", "H", "H", "H", "H", "H", "H", "H", "H", "H", "H", "H", "H", "H", "H", "H", "H", "H", "H", "H", "H", "H", "H", "H", "H", "H", "H", "H", "H", "H", "H", "H", "H", "H", "H", "H"], "xyz": [[-9.715808, -10.178658, -5.447572], [-11.914546, -11.335311, -6.101808], [-8.087484, -8.762245, -4.392925], [-11.038881, -8.015571, -5.477711], [-8.992021, -16.261728, -8.271608], [-9.834462, -16.382504, -6.094746], [-8.818723, -10.940193, -7.311106], [-10.112459, -11.202228, -3.148635], [-8.700874, -12.262501, -5.106916], [-8.642910, -10.606098, -9.636729], [-9.429170, -12.296311, -2.809817], [-13.058122, -10.815287, -7.540600], [-7.470359, -14.703072, -4.850028], [-8.197528, -12.909071, -6.168043], [-8.135750, -12.792791, -8.686251], [-8.241440, -11.914248, -9.812050], [-10.982186, -11.084337, -0.895663], [-8.614931, -12.946660, -3.880201], [-6.918305, -8.387298, -5.736706], [-11.351502, -13.057484, -6.850373], [-7.598434, -14.163697, -6.119195], [-10.851697, -10.615281, -2.177972], [-8.395447, -12.206835, -7.464070], [-11.621363, -7.664180, -7.181014], [-7.066856, -9.233853, -2.948446], [-9.438745, -16.333830, -7.206217], [-8.871111, -7.144503, -3.948510], [-13.115314, -11.869118, -4.772028], [-8.950388, -10.179003, -8.371945], [-12.443968, -7.742444, -4.359965], [-7.926413, -14.148471, -3.706183], [-9.777922, -6.738816, -5.113932], [-10.250275, -12.241946, -0.540129], [-9.492432, -12.851260, -1.501444], [-9.277525, -6.487115, -6.023019], [-7.805516, -14.504164, -2.702578], [-6.569736, -9.254053, -6.309751], [-7.847117, -13.830721, -8.775570], [-12.196476, -7.976793, -3.313645], [-13.243122, -8.253847, -4.781578], [-8.824740, -9.958234, -10.514243], [-13.730509, -9.964662, -7.361550], [-10.863919, -6.997918, -7.613506], [-7.153580, -14.628678, -6.946350], [-11.603445, -10.603434, -0.181531], [-6.121334, -7.733873, -5.348978], [-8.129957, -6.361476, -3.689568], [-9.318387, -9.176631, -8.095589], [-13.625490, -11.740397, -7.704825], [-7.534968, -7.840737, -6.493275], [-12.545477, -7.090799, -7.162808], [-10.241625, -12.573658, 0.510229], [-10.309378, -5.836004, -4.884984], [-14.006120, -12.126632, -5.306840], [-11.658451, -8.596903, -7.785818], [-7.578554, -10.042491, -2.423958], [-12.729409, -12.692558, -4.194493], [-6.874353, -8.350759, -2.243994], [-6.119239, -9.513841, -3.363049], [-8.003656, -12.371141, -10.746696], [-12.229624, -13.706664, -6.900036], [-8.962494, -13.778626, -1.249431], [-11.428448, -9.783342, -2.474858], [-10.582090, -13.585923, -6.267404], [-12.688368, -6.666142, -4.367925], [-9.426695, -7.231409, -3.010994], [-13.303776, -11.049117, -4.059958], [-11.014298, -12.782417, -7.853575], [-12.487597, -10.584920, -8.484939]], "forces_ev_per_angstrom": [[-0.805, -0.322, 0.763], [1.551, -0.577, -0.286], [0.304, 0.492, 0.706], [1.018, -0.562, -0.240], [-0.189, 0.131, 0.051], [0.456, 0.164, -2.008], [0.228, -0.741, 0.285], [0.074, 0.328, 0.459], [0.495, -2.046, 1.917], [-0.458, 0.408, -1.597], [0.328, -0.684, 0.796], [0.064, 0.466, -1.376], [0.324, -0.004, -1.109], [-0.274, 0.171, -0.552], [-0.165, 1.989, -0.747], [0.160, -1.714, 1.545], [1.148, -1.269, -0.127], [-0.845, 1.911, -1.540], [-0.917, 0.711, -0.780], [-0.098, 0.181, 0.101], [0.003, 0.412, 2.188], [0.073, -0.797, -0.326], [0.551, -0.610, 0.870], [0.726, -0.220, -0.009], [-0.660, 1.223, 0.547], [-0.394, -0.356, 1.928], [0.288, 0.190, -0.388], [-0.272, 0.890, 1.366], [-0.461, 1.457, 0.229], [1.843, 1.500, 0.774], [-0.641, 1.187, 0.125], [-0.618, -0.068, 0.907], [-0.474, 1.079, 0.714], [0.480, -0.389, -0.911], [0.728, -0.142, -0.634], [0.124, -0.586, 0.081], [0.247, 0.010, 0.638], [-0.007, 0.097, -0.144], [-0.320, -0.249, -0.475], [-1.706, -1.187, -0.257], [0.365, -0.342, 0.692], [0.179, -0.394, 0.203], [-0.134, -0.185, -0.100], [0.372, -0.523, -1.122], [-0.408, 0.448, 0.396], [-0.110, -0.329, -0.354], [-0.062, -0.453, -0.516], [0.202, -0.285, -0.840], [-0.149, 0.390, -0.171], [0.643, -0.015, 0.520], [-0.237, -0.267, -0.114], [-0.159, -0.075, -0.718], [-0.416, 0.657, 0.342], [-0.719, -0.314, 0.038], [-0.311, 0.838, 0.415], [0.379, 0.028, 0.145], [0.125, -0.410, 0.020], [-0.483, -1.185, -1.026], [0.581, -0.559, 0.055], [-0.003, 0.264, -0.778], [0.014, 0.152, -0.139], [-0.172, 0.567, -0.190], [-0.420, 0.928, -0.376], [-0.342, 0.418, -0.249], [0.109, -0.298, -0.186], [-0.191, -0.382, -0.104], [-0.180, -0.286, -0.353], [0.062, -0.503, 0.054], [-0.443, -0.361, 0.972]]}

---

# 2
{"formula": "C25H35BNO25", "method": "the ωB97M-V functional and the def2-TZVPD basis", "lumo_ev": 2.0, "total_charge": -1, "orbital_gap_ev": 9.28, "e_tot_ha": -2934.55751, "elements": ["O", "O", "O", "O", "O", "O", "O", "O", "O", "O", "O", "O", "O", "O", "O", "O", "O", "O", "O", "O", "O", "O", "O", "O", "O", "N", "C", "C", "C", "C", "C", "C", "C", "C", "C", "C", "C", "C", "C", "C", "C", "C", "C", "C", "C", "C", "C", "C", "C", "C", "C", "B", "H", "H", "H", "H", "H", "H", "H", "H", "H", "H", "H", "H", "H", "H", "H", "H", "H", "H", "H", "H", "H", "H", "H", "H", "H", "H", "H", "H", "H", "H", "H", "H", "H", "H", "H"], "xyz": [[-1.195875, 0.314630, -1.586360], [-0.226464, -2.856323, -4.453695], [2.190140, -1.269725, -2.332876], [-1.437054, -1.363852, -3.320718], [2.966794, 0.189833, -0.806525], [1.395409, -3.605834, -6.531587], [-6.742908, 3.709585, -0.460952], [-2.625445, 7.624970, 1.556707], [3.029778, -2.887266, -7.873874], [4.361058, -1.181431, -1.948448], [1.355688, -0.435412, -5.119540], [-0.174243, -3.642224, -1.547725], [-1.558298, -4.904700, -2.784594], [-0.143613, 0.509528, -3.744654], [-2.926555, 6.576485, -0.429026], [-5.870722, 2.086123, 0.784464], [-2.338174, 1.415640, 0.015978], [0.704524, 1.920824, 3.331808], [-2.593628, 0.800325, -3.392412], [-4.141784, 1.976444, -2.313300], [3.247210, -2.590619, -5.705013], [-1.951832, 5.521177, 1.240184], [-2.352207, -3.770535, -1.036619], [3.167519, -1.380284, 9.234982], [-5.374809, 4.216264, 1.234359], [1.902367, -0.247958, 6.003691], [3.867516, -2.512657, 9.667585], [-2.181040, 1.016878, -1.102917], [-1.855803, -2.753133, -0.194227], [4.448147, -2.029558, -6.236940], [4.354684, -2.401995, -7.702346], [-6.582555, 1.410225, -0.271669], [3.160411, -0.667146, -1.608000], [0.146800, 1.760656, 2.044157], [-2.947634, 5.201924, -0.816935], [-2.562777, 6.657396, 0.863460], [2.716136, -2.437410, -2.955683], [-0.418278, -1.738417, -4.087436], [-1.358454, -4.157518, -1.900845], [2.849091, -1.441933, 7.843896], [0.369525, -0.490793, -4.441108], [-0.310001, -2.806285, -0.410820], [-3.105216, 1.353570, -2.300268], [4.208463, -2.151500, -2.989905], [-5.938224, 3.424799, 0.538564], [1.198945, 0.727782, 3.892745], [1.627057, 1.029167, 5.327422], [2.432878, -3.059300, -6.665280], [-2.308377, 4.441504, 0.366678], [-7.178758, 2.536933, -1.121101], [2.494463, -0.066584, 7.325518], [-1.362094, 0.083801, -3.036164], [4.497326, -1.581268, -8.401106], [-3.951085, 4.799386, -0.927142], [0.218410, -3.207575, 0.449461], [5.301251, -2.477141, -5.730586], [4.828314, -2.661966, 9.154723], [2.272678, -2.536824, -3.947057], [-6.787314, 2.469469, -2.136252], [4.055970, -2.443289, 10.734586], [4.789960, -3.002709, -2.637296], [-0.845027, 1.305855, 2.133579], [0.775126, 1.201393, 1.348052], [2.443122, -3.355069, -2.431822], [3.368698, -3.460810, 9.426879], [4.503148, -0.953784, -6.072046], [-1.363104, 3.954289, 0.136002], [1.800390, 0.455928, 7.987815], [2.516080, 1.668643, 5.340313], [-0.049206, 2.757661, 1.652144], [0.364700, 0.015615, 3.883666], [3.331902, 0.639664, 7.235915], [-2.984502, 3.773876, 0.891337], [-5.840716, 0.806573, -0.789154], [5.031722, -3.224967, -7.937731], [0.775423, 1.455152, 5.858278], [3.727533, -1.851087, 7.328434], [2.478120, -0.807500, 5.385029], [-2.120490, -2.688386, 0.860020], [-0.109026, -1.755968, -0.611749], [-2.174641, -1.793998, -0.612198], [-7.375492, 0.811528, 0.175593], [2.056231, 0.384160, 3.299761], [4.574208, -1.754011, -3.935664], [-2.326130, 5.094235, -1.702486], [-8.265240, 2.483572, -1.166508], [2.049880, -2.176716, 7.714578]], "forces_ev_per_angstrom": [[0.386, -0.334, 0.440], [0.360, 0.228, 0.053], [-0.150, -0.054, 0.632], [-0.384, 0.371, 0.449], [0.251, -0.016, 0.029], [0.120, 0.089, 0.245], [-0.517, 0.689, -1.051], [-0.264, 0.153, -0.296], [0.014, 0.234, -0.161], [0.246, 0.525, 0.227], [-0.055, 0.005, -0.373], [0.502, 0.320, 0.069], [0.075, -0.668, -0.706], [-0.429, 0.527, -0.362], [-0.863, -0.175, 0.052], [-0.523, 0.520, -0.852], [-0.024, -0.294, 0.091], [0.559, 0.453, -0.001], [0.388, 0.039, 0.424], [0.547, -0.111, 0.697], [0.452, 0.093, 0.351], [-0.448, -0.055, 0.652], [0.089, -0.274, 0.510], [0.095, 0.141, -0.108], [-0.074, 0.244, -0.403], [-0.499, 0.390, -0.205], [0.350, -0.637, -0.405], [-0.383, 0.853, -0.308], [1.113, 1.458, -0.656], [-0.212, 0.054, -0.120], [0.089, -0.414, -0.626], [0.148, -0.171, 0.556], [-0.495, -0.133, -0.396], [-0.731, 0.234, 0.261], [0.598, -1.001, 0.248], [1.065, 0.069, 0.331], [-0.373, -0.368, -1.042], [-0.929, -0.744, -0.359], [-0.817, -0.044, 0.780], [0.708, -0.167, 0.944], [0.739, 0.505, 0.664], [-1.743, 0.653, 0.512], [-1.027, 0.052, -1.097], [-0.052, -0.388, 0.826], [0.793, -0.750, 1.996], [-0.458, 0.805, 0.054], [-0.318, -1.279, -0.043], [0.128, -0.376, -0.875], [0.631, 0.758, 0.108], [0.246, -0.999, -0.397], [-0.116, -0.004, -0.886], [0.625, -0.716, -0.262], [0.155, 0.063, 0.111], [-0.140, 0.529, -0.472], [0.261, -0.070, -0.152], [-0.014, -0.172, -0.103], [0.183, 0.551, 0.000], [0.090, 0.251, 0.462], [0.098, 0.413, 0.054], [-0.150, 0.068, 0.052], [0.103, -0.115, -0.516], [0.123, -0.340, -0.159], [0.119, -0.048, 0.054], [0.082, 0.247, 0.506], [-0.548, 0.116, 0.285], [-0.410, 0.045, 0.076], [-0.244, -0.249, -0.227], [-0.306, -0.348, -0.016], [-0.200, 0.357, -0.001], [0.268, 0.026, -0.036], [0.364, -0.439, 0.117], [0.480, -0.409, 0.365], [0.010, -0.024, -0.147], [-0.277, -0.067, -0.183], [0.113, 0.114, -0.145], [0.194, 0.512, -0.092], [0.020, 0.160, -0.255], [0.278, -0.083, 0.312], [-0.410, -1.093, -0.041], [1.112, -0.238, -0.220], [-0.201, -0.136, -0.005], [0.211, -0.200, 0.037], [-0.083, -0.346, -0.001], [-0.073, 0.053, 0.385], [-0.343, 0.027, -0.231], [-0.009, 0.297, 0.193], [-0.289, 0.263, -0.223]]}

---

# 3
{"formula": "C25H35Cl5N6NiO", "method": "the ωB97M-V functional and the def2-TZVPD basis", "lumo_ev": [0.3, 0.3], "total_charge": 0, "orbital_gap_ev": [5.26, 5.24], "e_tot_ha": -5186.45406, "de_lowest_kj_mol": 591.1, "elements": ["Ni", "Cl", "Cl", "Cl", "Cl", "Cl", "O", "N", "N", "N", "N", "N", "N", "C", "C", "C", "C", "C", "C", "C", "C", "C", "C", "C", "C", "C", "C", "C", "C", "C", "C", "C", "C", "C", "C", "C", "C", "C", "H", "H", "H", "H", "H", "H", "H", "H", "H", "H", "H", "H", "H", "H", "H", "H", "H", "H", "H", "H", "H", "H", "H", "H", "H", "H", "H", "H", "H", "H", "H", "H", "H", "H", "H"], "xyz": [[0.785471, 0.602605, 0.461223], [2.938232, -2.401732, 4.633734], [3.919267, 0.838226, -0.592384], [5.813743, -2.186256, 3.452596], [6.288043, -0.538219, 0.849136], [0.557772, -0.989786, 3.250863], [-2.174726, 0.345117, 0.339460], [-0.555256, 1.828966, -0.260140], [-0.582526, -1.250659, -0.125649], [1.118434, -2.607007, -0.953735], [-0.602976, -3.576942, 0.241464], [-0.005761, 2.714086, -2.389839], [0.772378, 3.747359, -0.416741], [0.546504, 3.934335, 0.999245], [0.044634, 1.442801, -3.085767], [-2.985824, -0.475786, 2.475057], [3.205241, -1.488184, 3.190055], [4.695082, -0.657409, 1.504750], [4.495206, -1.397480, 2.669048], [0.109875, 2.723509, -1.020356], [2.280751, -0.091579, 1.357237], [-2.976675, -1.449472, -0.865164], [-1.420715, -3.554591, 1.434605], [-3.941314, 0.735268, -1.583844], [-2.200413, 0.632087, 1.830358], [-1.887971, -0.962460, -0.228661], [2.165522, -0.844819, 2.534571], [0.247122, 3.871327, -3.218624], [2.258151, -3.262048, -0.309597], [1.494402, -1.567751, -1.899786], [-0.041585, -2.447609, -0.266810], [-2.876077, 1.969178, 1.980124], [-1.775479, 1.368599, -0.583822], [-4.056613, -0.585333, -1.290972], [-0.305319, -4.899845, -0.273582], [-2.759106, 1.559999, -1.504362], [3.609749, -0.042895, 0.894763], [2.137534, 4.060133, -0.810146], [2.331865, 5.124031, -0.668155], [-2.944049, -2.468565, -1.232788], [1.085340, 3.150408, 1.557399], [-4.022318, -0.465008, 2.139010], [0.234669, 4.772243, -2.611028], [1.060273, 1.251919, -3.453713], [0.348530, -5.464642, 0.396684], [2.311935, 3.805145, -1.846979], [-0.540290, 3.939859, -3.973389], [-5.000120, -1.067076, -1.520315], [-2.908545, 2.202191, 3.045464], [2.348616, -1.926757, -2.473481], [-2.559988, -1.453190, 2.279531], [-2.625534, 2.353654, -2.224973], [-3.895922, 1.935565, 1.596933], [-1.242090, -5.451934, -0.374042], [-2.461866, -3.802057, 1.210779], [1.759123, -0.633535, -1.387908], [2.870523, -2.515948, 0.200659], [1.205293, 3.810695, -3.745418], [-0.644067, 1.447820, -3.933359], [-1.026534, -4.280570, 2.149544], [-4.809633, 1.213205, -2.026142], [0.166495, -4.818855, -1.248685], [-2.324392, 2.760279, 1.481769], [0.879917, 4.929643, 1.286218], [2.824077, 3.470359, -0.195492], [-2.960526, -0.316088, 3.553676], [0.664326, -1.389949, -2.579970], [-1.145613, 0.650166, 2.119956], [-0.237454, 0.642623, -2.412653], [2.859550, -3.767883, -1.065131], [1.927552, -3.991369, 0.423708], [-0.511460, 3.834446, 1.224652], [-1.352471, -2.576543, 1.889311]], "forces_ev_per_angstrom": [[-0.384, 0.526, -0.280], [-0.005, -0.022, 0.013], [0.086, -0.003, -0.015], [0.035, -0.011, 0.006], [0.063, 0.005, -0.025], [0.059, -0.068, 0.037], [-0.163, -0.123, 0.109], [-0.331, 0.185, 0.020], [0.313, -0.233, -0.100], [0.069, 0.132, 0.147], [0.084, -0.149, 0.055], [0.162, -0.083, 0.011], [-0.428, 0.406, -0.163], [-0.007, -0.236, 0.115], [-0.024, 0.048, -0.033], [0.036, -0.037, 0.044], [0.106, -0.026, 0.014], [-0.012, -0.017, 0.031], [-0.079, -0.029, 0.038], [0.445, -0.634, 0.265], [0.372, -0.169, -0.028], [0.106, 0.174, -0.064], [0.075, -0.081, -0.088], [-0.130, 0.104, -0.109], [0.152, 0.031, -0.053], [-0.032, -0.041, 0.097], [-0.156, 0.097, -0.050], [-0.050, 0.067, 0.051], [-0.043, -0.054, -0.012], [0.011, 0.103, 0.043], [-0.289, 0.140, 0.025], [0.051, 0.059, 0.075], [-0.210, -0.118, -0.376], [0.031, -0.138, 0.065], [-0.035, 0.012, -0.034], [0.357, -0.027, 0.336], [-0.166, 0.062, -0.065], [-0.012, -0.062, 0.060], [-0.021, -0.008, 0.005], [0.026, 0.000, 0.021], [-0.013, 0.070, 0.060], [-0.023, -0.004, -0.017], [-0.029, 0.010, -0.023], [-0.015, -0.005, -0.008], [-0.003, -0.002, 0.002], [0.048, -0.056, -0.103], [0.002, 0.023, -0.013], [-0.011, 0.029, -0.004], [-0.004, -0.006, -0.011], [0.002, -0.002, -0.001], [-0.142, 0.138, 0.043], [-0.011, 0.061, -0.026], [-0.008, -0.005, -0.020], [-0.006, -0.013, -0.007], [-0.042, 0.058, 0.021], [-0.020, -0.055, -0.055], [0.044, 0.007, -0.010], [0.042, -0.022, 0.025], [-0.016, 0.029, 0.006], [-0.043, -0.032, -0.005], [0.007, -0.038, -0.024], [0.003, -0.019, 0.007], [-0.008, 0.026, -0.019], [0.102, 0.010, -0.016], [0.038, -0.014, 0.007], [-0.001, 0.029, -0.002], [-0.013, 0.034, -0.036], [-0.124, 0.013, -0.012], [0.033, -0.061, 0.021], [-0.002, -0.025, 0.008], [-0.005, 0.032, 0.021], [0.029, 0.066, 0.002], [0.128, -0.063, 0.002]]}